ORCA calculation (ωB97M-V/def2-TZVPD) on a cluster of 2 separate species, C5H12O in total.

Geometry as ORCA input:
```
! RIJCOSX wB97M-V def2-TZVPD def2/J DEFGRID3
* xyz 0 1
C 2.399 -0.454 -0.505
C 1.542 -0.970 0.656
C 0.408 -0.058 0.983
O -0.753 -0.583 1.214
C -1.869 -0.016 1.569
C -1.764 0.947 -1.603
H 3.251 -1.118 -0.687
H 2.797 0.544 -0.286
H 1.811 -0.386 -1.426
H 2.192 -1.123 1.533
H 1.123 -1.952 0.409
H 0.520 1.011 1.160
H -0.869 0.717 -1.014
H -1.890 1.054 1.742
H -2.715 -0.678 1.653
H -2.311 1.772 -1.142
H -2.407 0.065 -1.640
H -1.466 1.227 -2.617
*
```

Calculated values
Orbital gap (alpha / beta), eV: 8.0 / 8.2
E_LUMO (alpha / beta), eV: 1.0 / 1.0
DFT total energy, a.u.: -272.80965
Strongest force on any atom, hartree/bohr: 0.0193
Relative energy (zero: lowest compared OMol25 entry of this formula, charge and spin), eV: 3.783
E_HOMO (alpha / beta), eV: -7.00 / -7.20

natural (NBO) atomic charge list, values in e, 4 entries:
1 C -0.60
2 C -0.46
3 C 0.08
4 O -0.36

---

ORCA calculation (ωB97M-V/def2-TZVPD) on a cluster of 5 separate species, H10O5 in total in a non-equilibrium geometry.

Geometry as ORCA input:
```
! RIJCOSX wB97M-V def2-TZVPD def2/J DEFGRID3
* xyz 0 1
O 8.934 29.901 6.282
H 9.728 29.811 6.730
H 8.258 29.967 6.906
O 7.989 30.468 3.721
H 8.279 30.702 4.585
H 8.562 29.743 3.631
O 9.214 27.021 6.509
H 8.310 26.727 6.667
H 9.103 27.902 6.210
O 11.900 28.578 7.400
H 11.795 27.612 7.178
H 12.182 28.550 8.271
O 6.513 29.863 7.694
H 6.372 29.529 8.549
H 5.646 29.801 7.366
*
```

Calculated values
Orbital gap, eV: 11.1
Structure (SMILES): O.O.O.O.O
E_LUMO, eV: 0.3
DFT total energy, a.u.: -382.18055
Strongest force on any atom, hartree/bohr: 0.0666
Relative energy (zero: lowest compared OMol25 entry of this formula, charge and spin), eV: 1.187
E_HOMO, eV: -10.75

natural (NBO) atomic charge list, values in e, 4 entries:
1 O -0.98
2 H 0.49
3 H 0.50
4 O -0.94

---

ORCA calculation (ωB97M-V/def2-TZVPD) on a cluster of 2 separate species, C2H5ClO2S in total in a non-equilibrium geometry.

Geometry as ORCA input:
```
! RIJCOSX wB97M-V def2-TZVPD def2/J DEFGRID3
* xyz 0 1
C 0.679 0.584 1.121
C -0.434 0.786 0.230
O -0.564 -1.563 -0.661
O -2.634 -0.157 -1.010
S -1.458 -0.419 -0.277
Cl 1.840 -1.031 -2.076
H 0.469 0.924 2.223
H 1.111 -0.495 0.973
H 1.425 1.188 0.656
H -1.033 1.651 0.422
H 0.599 -1.468 -1.600
*
```

Calculated values
Orbital gap (alpha / beta), eV: 8.3 / 8.3
Structure (SMILES): CC=S(=O)=O.Cl
E_LUMO (alpha / beta), eV: -1.9 / -1.9
DFT total energy, a.u.: -1087.95387
Strongest force on any atom, hartree/bohr: 0.0981
Relative energy (zero: lowest compared OMol25 entry of this formula, charge and spin), eV: 1.799
E_HOMO (alpha / beta), eV: -10.23 / -10.23

natural (NBO) atomic charge list, values in e, 4 entries:
1 C -0.69
2 C -0.44
3 O -0.92
4 O -0.84